[1]
DFT (ωB97M-V with the def2-TZVPD basis set) results for 2 unconnected molecules or ions with the total composition C4H13NO2.

For the energy above the lowest of the compared OMol25 structures with the same formula, charge and spin, the calculation gives 35.54 kcal per mole. The HOMO-LUMO gap comes out at 9.24 eV. For the LUMO energy, the calculation gives 0.55 eV. Its HOMO energy is -8.69 eV. As for the spin multiplicity: 1. The value obtained for the energy is -365.3858 a.u. For the largest force on an atom, the calculation gives 2.83 eV/A.

Bonds (Å) are listed after each position.
Positions of all 20 atoms, in Å:
1 C -0.26 1.35 1.13  C2 1.538, H7 1.114, H8 1.090, H9 1.091
2 C 0.48 1.51 -0.21  C1 1.538, C3 1.533, N4 1.456, H10 1.122
3 C -0.30 0.93 -1.39  C2 1.533, H11 1.105, H12 1.086, H13 1.091
4 N 1.84 0.98 -0.16  C2 1.456, C5 1.450, H14 1.009
5 C 2.09 -0.44 -0.12  N4 1.450, O6 1.414, H15 1.100, H16 1.095
6 O 1.05 -1.23 0.43  C5 1.414, H17 0.946
7 H -0.60 0.31 1.31  C1 1.114
8 H 0.18 1.65 2.08  C1 1.090
9 H -1.16 1.97 1.04  C1 1.091
10 H 0.67 2.61 -0.29  C2 1.122
11 H -0.25 1.76 -2.12  C3 1.105
12 H 0.29 0.30 -2.04  C3 1.086
13 H -1.33 0.76 -1.06  C3 1.091
14 H 2.36 1.53 0.51  N4 1.009
15 H 2.18 -0.79 -1.16  C5 1.100
16 H 3.01 -0.67 0.43  C5 1.095
17 H 0.81 -1.95 -0.13  O6 0.946
18 H -3.54 -1.87 0.81  O20 0.965
19 H -3.60 -2.53 -0.54  O20 0.958
20 O -4.04 -2.52 0.31  H18 0.965, H19 0.958

[2]
DFT (ωB97M-V with the def2-TZVPD basis set) results for 2 unconnected molecules or ions with the total composition C4H13NO2.

For the energy above the lowest of the compared OMol25 structures with the same formula, charge and spin, the calculation gives 38.42 kcal per mole. The HOMO-LUMO gap comes out at 9.90 eV. For the LUMO energy, the calculation gives 0.82 eV. Its HOMO energy is -9.08 eV. As for the spin multiplicity: 1. The value obtained for the energy is -365.3813 a.u. For the largest force on an atom, the calculation gives 2.74 eV/A.

Bonds (Å) are listed after each position.
Positions of all 20 atoms, in Å:
1 C 0.90 0.69 1.37  C2 1.537, H7 1.092, H8 1.085, H9 1.095
2 C 1.07 -0.38 0.28  C1 1.537, N3 1.477, H10 1.089, H11 1.087
3 N 0.21 0.03 -0.84  C2 1.477, C4 1.535, H12 1.015
4 C -1.29 -0.25 -0.72  N3 1.535, C5 1.517, H13 1.095, H14 1.091
5 C -1.68 -1.61 -0.18  C4 1.517, O6 1.409, H15 1.105, H16 1.096
6 O -1.49 -2.57 -1.20  C5 1.409, H17 0.940
7 H 0.40 1.59 1.01  C1 1.092
8 H 0.39 0.25 2.23  C1 1.085
9 H 1.81 1.22 1.65  C1 1.095
10 H 2.06 -0.42 -0.18  C2 1.089
11 H 0.73 -1.32 0.73  C2 1.087
12 H 0.31 -0.53 -1.68  N3 1.015
13 H -1.73 0.44 0.00  C4 1.095
14 H -1.73 -0.12 -1.71  C4 1.091
15 H -2.72 -1.62 0.19  C5 1.105
16 H -1.06 -1.94 0.66  C5 1.096
17 H -1.68 -3.48 -1.12  O6 0.940
18 H 1.81 4.09 -0.17  O20 0.974
19 H 1.44 2.73 -0.26  O20 0.963
20 O 2.25 3.22 -0.08  H18 0.974, H19 0.963

[3]
DFT (ωB97M-V with the def2-TZVPD basis set) results for 3 unconnected molecules or ions with the total composition C4H13NO2.

For the energy above the lowest of the compared OMol25 structures with the same formula, charge and spin, the calculation gives 16.19 kcal per mole. The HOMO-LUMO gap comes out at 9.32 eV. For the LUMO energy, the calculation gives 0.48 eV. Its HOMO energy is -8.84 eV. As for the spin multiplicity: 1. The value obtained for the energy is -365.4167 a.u. For the largest force on an atom, the calculation gives 1.68 eV/A.

Bonds (Å) are listed after each position.
Positions of all 20 atoms, in Å:
1 C -0.61 1.78 -0.88  N2 1.484, C5 1.538, H6 1.087, H7 1.092
2 N 0.13 2.28 0.30  C1 1.484, C3 1.485, H8 1.011
3 C 1.12 1.24 0.67  N2 1.485, C4 1.520, H9 1.096, H10 1.091
4 C 0.88 0.07 -0.27  C3 1.520, C5 1.520, H11 1.101, H12 1.097
5 C -0.53 0.24 -0.79  C1 1.538, C4 1.520, H13 1.091, H14 1.090
6 H -1.63 2.16 -0.87  C1 1.087
7 H -0.06 2.14 -1.75  C1 1.092
8 H -0.51 2.36 1.08  N2 1.011
9 H 2.15 1.61 0.55  C3 1.096
10 H 1.04 1.04 1.74  C3 1.091
11 H 1.09 -0.94 0.11  C4 1.101
12 H 1.56 0.05 -1.13  C4 1.097
13 H -0.69 -0.18 -1.79  C5 1.091
14 H -1.32 -0.12 -0.14  C5 1.090
15 H -1.15 -1.70 1.81  O17 0.964
16 H 0.13 -1.20 2.47  O17 0.963
17 O -0.82 -1.15 2.53  H15 0.964, H16 0.963
18 H 0.18 -2.64 -0.94  O20 0.968
19 H -0.37 -3.99 -1.37  O20 0.962
20 O -0.59 -3.06 -1.34  H18 0.968, H19 0.962